16
Properties=species:S:1:pos:R:3:forces:R:3:lowdin_charge:R:1 method="wB97M-V/def2-TZVPD" max_force_ev_per_a=0.96 total_energy_ev=-9775.4505
N 0.836177 -0.479223 -2.519776 0.617 0.600 0.432 -0.02
C -0.357723 0.141091 -1.920658 0.244 -0.557 -0.050 -0.28
C -0.811556 -0.678737 -0.721214 0.043 0.593 0.027 -0.20
N 0.156898 -0.630233 0.362630 -0.238 -0.585 -0.420 0.06
C 0.178710 0.240044 1.408105 0.152 -0.092 -0.041 -0.62
N -0.981552 1.011825 1.550869 0.381 -0.069 -0.311 0.13
O 1.135398 0.364881 2.146749 0.195 0.079 -0.077 0.04
H 1.074606 0.031867 -3.363245 -0.125 -0.145 -0.171 0.06
H 1.638048 -0.266180 -1.911473 -0.374 -0.302 -0.172 0.07
H -0.179545 1.161651 -1.570823 -0.171 0.143 -0.175 0.11
H -1.139035 0.109759 -2.681255 -0.094 0.233 0.081 0.11
H -0.961017 -1.710798 -1.019642 -0.054 -0.175 0.003 0.12
H -1.746891 -0.259192 -0.374122 -0.254 -0.114 0.061 0.10
H 0.935183 -1.257485 0.248063 0.195 0.201 0.407 0.14
H -0.787911 1.723625 2.238106 -0.434 -0.165 0.309 0.09
H -1.811155 0.451444 1.690029 -0.084 0.357 0.098 0.09